This record from the OMol25 dataset describes one molecule with the formula C18H34O3. The level of theory is wB97M-V/def2-TZVPD.

Summary:
lowest unoccupied orbital energy = 0.03403 Eh
relative energy (zero: lowest compared OMol25 entry of this formula, charge and spin) = 0.0714 eV
multiplicity = 1
charge = 0

Last column: Löwdin charge in e.
Element x y z (Å)
C1 -2.8467 2.2246 -4.2490  -0.1165
C2 -2.0323 2.6179 -3.0229  -0.2707
C3 -2.7286 2.2171 -1.7245  -0.2321
C4 -1.8921 2.5757 -0.4974  -0.2242
C5 -2.5022 2.0492 0.8003  -0.2196
C6 -1.6450 2.4021 2.0183  -0.2045
C7 -1.9832 1.5608 3.2580  -0.2076
C8 -1.0011 0.4108 3.4989  -0.2097
C9 -0.9291 -0.5765 2.3360  -0.2192
C10 -0.1034 -1.8279 2.6360  -0.1971
C11 1.3675 -1.5709 2.9696  -0.1883
C12 2.1588 -0.8773 1.8600  -0.1222
C13 2.3816 -1.7217 0.6260  -0.4004
O1 1.8136 -2.7644 0.4132  0.0962
C14 3.4224 -1.1445 -0.3133  -0.1284
C15 3.4318 -1.7871 -1.6999  -0.1892
H1 4.4225 -1.6553 -2.1401  0.1093
C16 2.4027 -1.1924 -2.6628  -0.1807
C17 0.9547 -1.5449 -2.3227  -0.0926
C18 0.2940 -0.5784 -1.3797  -0.5236
O2 0.8087 0.3714 -0.8447  0.0899
O3 -0.9936 -0.8782 -1.1998  0.1151
H2 -1.4083 -0.2421 -0.5913  0.0906
H3 0.3380 -1.5725 -3.2239  0.1285
H4 0.8959 -2.5331 -1.8612  0.1249
H5 2.5097 -0.1054 -2.6802  0.1153
H6 2.6219 -1.5669 -3.6645  0.1105
H7 3.2518 -2.8589 -1.5913  0.1130
H8 4.3899 -1.3090 0.1707  0.1272
H9 3.2706 -0.0677 -0.3907  0.1186
H10 3.1351 -0.5681 2.2412  0.1253
H11 1.6486 0.0298 1.5294  0.1107
H12 1.4365 -0.9681 3.8774  0.1039
H13 1.8387 -2.5346 3.1768  0.1152
H14 -0.1501 -2.4903 1.7706  0.1012
H15 -0.5545 -2.3545 3.4811  0.1123
H16 -1.9434 -0.9005 2.0865  0.1184
H17 -0.5102 -0.0722 1.4658  0.0774
H18 -1.3044 -0.1242 4.4026  0.1153
H19 -0.0111 0.8338 3.6807  0.1097
H20 -1.9736 2.1986 4.1445  0.1035
H21 -2.9948 1.1606 3.1598  0.1101
H22 -0.5910 2.2665 1.7675  0.1091
H23 -1.7835 3.4620 2.2406  0.1107
H24 -2.6182 0.9645 0.7343  0.0907
H25 -3.5037 2.4671 0.9296  0.1200
H26 -0.8846 2.1679 -0.6143  0.0921
H27 -1.7934 3.6618 -0.4341  0.1209
H28 -3.6987 2.7163 -1.6629  0.1169
H29 -2.9183 1.1401 -1.7436  0.1047
H30 -1.8668 3.6976 -3.0255  0.1095
H31 -1.0530 2.1350 -3.0671  0.1042
H32 -3.0010 1.1478 -4.2742  0.0696
H33 -3.8208 2.7087 -4.2314  0.0699
H34 -2.3335 2.5194 -5.1613  0.0661